Run A
{"formula": "CH3IOS2", "method": "ωB97M-V/def2-TZVPD", "homo_lumo_gap_ev": 7.86, "smiles": "CSSOI", "lumo_energy_ev": -1.28, "species": ["C", "S", "S", "O", "I", "H", "H", "H"], "xyz": [[1.373, -0.179, -0.192], [0.121, 0.919, -1.000], [-1.081, 1.300, 0.547], [-1.901, -0.220, 0.919], [-3.365, -1.030, -0.272], [0.871, -0.719, 0.594], [2.008, 0.531, 0.235], [1.973, -0.602, -0.832]]}

***

Run B
{"formula": "CH3IOS2", "method": "ωB97M-V/def2-TZVPD", "homo_lumo_gap_ev": [8.14, 8.17], "lumo_energy_ev": [-1.53, -1.56], "species": ["C", "O", "S", "S", "I", "H", "H", "H"], "xyz": [[-0.102, -0.143, 1.133], [0.252, -1.637, -1.578], [1.245, 0.778, 0.350], [0.852, 0.440, -1.605], [-1.217, 1.504, -2.137], [0.210, -0.363, 2.149], [-0.248, -1.059, 0.555], [-0.993, 0.480, 1.133]]}

***

Name the least stable of them. run B.

***

Run A
{"formula": "CH3IOS2", "method": "ωB97M-V/def2-TZVPD", "homo_lumo_gap_ev": 8.70, "lumo_energy_ev": -0.49, "species": ["C", "O", "S", "S", "I", "H", "H", "H"], "xyz": [[-0.760, 0.741, -0.498], [1.459, 0.498, 1.191], [1.917, -1.632, -0.780], [0.897, -0.538, 0.373], [-2.420, -0.395, -0.071], [-0.451, 1.582, 0.172], [-0.593, 1.066, -1.575], [-0.050, -1.322, 1.188]]}

***

Run B
{"formula": "CH3IOS2", "method": "ωB97M-V/def2-TZVPD", "homo_lumo_gap_ev": 9.53, "smiles": "O=[S@H](=S)CI", "lumo_energy_ev": 0.02, "species": ["O", "S", "S", "C", "I", "H", "H", "H"], "xyz": [[0.647, 0.310, -1.838], [0.211, -0.537, -0.800], [-1.055, -2.013, -1.033], [-0.305, 0.513, 0.669], [0.820, 2.238, 0.935], [1.260, -1.227, -0.064], [-1.388, 0.814, 0.639], [-0.191, -0.097, 1.493]]}

***

Name the least stable of them. run A.